ORCA calculation (ωB97M-V/def2-TZVPD) on an isolated ion of composition C3H9OSi and charge +1.

```
14
Properties=species:S:1:pos:R:3:forces:R:3
Si 0.1667 0.3625 -0.7605 -0.5 3.5 3.2
O -0.4437 -1.1051 -0.1049 0.2 -1.0 0.9
C -1.2512 -2.0019 0.0581 -1.0 -2.3 -0.7
C -0.9523 1.5407 0.9007 4.2 -0.7 -4.3
C 2.0342 0.0198 -0.5223 -1.2 -0.2 2.9
H 2.2884 -0.3049 0.5998 -0.9 1.1 -2.3
H -0.5179 1.4011 1.8061 2.0 -0.6 2.6
H -1.9206 1.4040 1.0916 -4.2 -1.1 -0.3
H -0.7889 2.5453 0.6034 0.1 1.0 -0.4
H 2.6594 0.8326 -0.8144 0.3 0.7 -0.1
H -1.9940 -2.1156 -0.7984 0.4 -0.2 1.5
H -1.1660 -2.8119 0.9379 -0.1 2.1 -1.8
H 2.3455 -0.8226 -1.0640 0.3 -1.3 -1.2
H -0.4598 1.0559 -1.9332 0.4 -1.0 -0.1
```
Positions in Å, forces in eV/Å.

As for the charge: +1. The energy above the lowest of the compared OMol25 structures with the same formula, charge and spin comes out at 163.8 kJ/mol. Its multiplicity is 1. The total energy is -484.06999 hartree. For the LUMO energy, the calculation gives -5.993 eV.